[1]
# C50H95HfN6O20S5

A molecular structure, C50H95HfN6O20S5 at a distorted geometry (ωB97M-V with the def2-TZVPD basis set, the OMol25 dataset).

Geometry (Å):
C 0.9599 0.3084 4.2829
H 5.6104 0.1128 -2.5670
C 7.4656 -0.7487 1.4408
H -1.6745 1.7275 3.3283
O -0.1815 0.8238 4.5404
H -3.0810 -2.5870 -2.1940
C -4.1149 5.5133 0.0954
H -3.8101 -8.0054 2.5459
H 6.7836 -4.7002 2.6744
S 5.3763 -6.5388 3.2104
O -4.8321 -0.6250 -2.3074
S 1.8611 5.4346 1.5592
H -4.4171 -0.6147 -5.0285
H -2.6331 4.8099 -5.6413
H -0.0322 0.3126 -5.7742
C -0.3754 0.4422 -4.7478
C -3.6291 7.3630 -1.5020
H -6.3837 -3.3153 1.7907
C -1.6894 -5.5285 1.5111
C -2.8672 0.1276 3.0355
C -3.9540 -0.0814 -5.8587
C 3.8705 -1.3026 -2.5822
H -0.4615 4.5852 -3.3299
H -1.1610 7.0349 -1.0977
O 6.1758 -7.7524 2.8410
H -5.8065 -3.4662 -2.5922
O -1.3300 1.4322 -0.9435
H 5.0534 3.7987 0.7923
C 3.9962 3.9210 1.0281
H -2.9027 -0.6021 2.2265
H 5.6640 -0.4660 4.2530
H -1.2449 3.4821 2.5317
O 4.7769 -4.4117 -3.0079
C -1.6675 6.3246 -0.4443
H 3.3674 -0.4179 -2.1919
C 5.8785 -5.0948 2.2125
N -5.0780 -2.7967 -2.3893
C 3.6294 -6.6526 2.7184
C -5.4165 -1.6193 -2.7304
H -4.6923 7.2494 -1.7135
O 1.4220 4.7140 2.7277
C -5.8231 -2.6043 1.1838
S -3.3639 -5.9094 1.7690
H 4.2058 -3.7768 2.7750
O 7.5576 -2.2408 3.7136
H 2.4365 -5.1026 1.8902
H 6.1365 -5.5242 1.2444
C 0.6657 0.4516 -0.1910
H 0.1381 1.2770 -4.2708
O -4.0872 -5.4586 0.5856
H 3.0108 2.7955 -0.5164
H -1.0650 5.4261 -0.3109
H 4.9605 -0.6060 2.1464
C -2.7345 2.2366 1.7627
O -2.3843 0.5689 -3.4958
O -2.7149 3.5715 -1.8665
C -6.7738 -1.4185 -3.4806
H 1.6475 1.8990 3.0508
H -6.6293 -1.4888 2.7093
C 6.5559 0.4987 1.2325
H -3.8899 4.3264 -4.6011
H -4.2381 -0.7571 -6.6654
H -5.8848 1.5756 2.7059
C 3.7290 5.3479 1.4561
C -2.9387 7.8629 -2.7391
H -3.9495 4.4383 0.1678
H 3.6836 -5.6996 0.7041
H 3.0138 -1.8276 4.4981
H 1.1519 4.7546 -0.7139
H 3.0952 -1.7150 -3.2279
N -2.4576 1.3923 2.7856
H -0.5647 5.6716 -4.5686
H -3.8956 0.2400 3.3787
H -1.4361 -2.9565 0.0637
H -2.1415 -0.3359 3.7037
N -6.2424 -1.3811 1.7826
H -4.3979 0.9055 -5.9894
H -3.2360 -8.0491 0.8086
O -2.7153 -0.7382 -0.8306
H 7.0966 -1.7473 1.2067
C -0.7284 0.4413 -0.5449
H 3.8240 3.3114 1.9151
C -1.8403 0.2156 -4.5508
C 4.5242 -4.3587 1.9101
C -1.9680 3.5158 1.7168
H -3.5829 8.6902 -3.0368
H 4.7434 1.2270 2.3639
H -3.4625 -4.3325 -2.4411
C 5.4176 0.3774 2.2563
H -3.5640 8.1189 -0.7195
C -6.5691 1.0442 2.0445
C -2.8894 6.8851 -3.8737
H -3.7492 -3.5780 -0.9538
C 3.4516 -5.4722 1.7446
H 2.2548 -1.8051 2.8670
H 1.0133 3.5112 0.5238
H -1.9931 -0.6640 -6.3589
H -4.7580 -2.7979 1.3105
C -2.4449 5.4557 -3.4198
H -1.2804 -4.5530 1.7740
H 7.0895 -1.7385 -3.4082
C -1.4976 -7.9929 1.9794
C -0.8498 -2.0900 -0.2044
O -5.1622 -0.0571 0.2719
H 1.7536 -2.9004 4.2494
C -0.9022 5.5601 -3.5381
H 3.6812 4.4151 -0.9278
H 6.0062 -2.4950 -4.3684
H -7.6443 -1.7624 -2.9220
H -1.3254 -8.1860 0.9206
H 1.2392 1.3656 -0.2381
H -1.2197 -8.8849 2.5408
H -5.9104 -2.5516 0.0986
H -1.9386 8.2697 -2.5896
O 0.8500 -3.1447 0.6662
H 6.1876 0.6487 0.2176
C 0.4672 -1.9966 0.1573
C -0.7790 -6.6255 2.1126
H -4.0354 6.0957 1.0134
C 6.0260 -1.9777 -3.4091
O 5.4191 -6.0888 4.6136
C 2.0821 -1.9088 3.9383
H -5.1306 5.5127 -0.3002
N 0.9899 -1.0314 4.3852
H 3.9091 6.1093 0.6972
C -1.5301 -0.8515 -0.5469
H 3.2768 -2.9287 -1.1980
O 8.9317 -0.0895 3.5376
C 4.1398 -2.3497 -1.5268
O -3.4547 1.9348 0.7870
H 3.4305 -7.6708 2.3839
O -3.7656 -5.5826 3.0922
O 2.5481 -0.6027 0.5231
C -3.0553 -7.6950 1.8235
H 0.1761 -6.6125 1.5877
H 4.1536 5.8563 2.3218
H 7.2785 1.3065 1.3475
C 6.1938 0.1539 3.5297
H 4.4558 -3.7634 0.9995
C 1.2617 -0.7117 0.2489
H -1.7515 6.8012 0.5324
H -7.4477 0.7101 2.5964
C -3.8043 -3.3847 -2.0251
H -6.8284 1.7915 1.2946
N -2.9390 5.0188 -2.1751
H -2.3538 3.5625 -4.4791
N -2.5193 -0.1758 -5.6483
S 7.7229 -0.8568 3.2302
H -1.7661 -5.6161 0.4273
H 0.1675 -0.3965 -4.3120
C 1.6773 4.2694 0.1087
H 2.4345 1.7949 4.5036
H 8.5033 -0.7025 1.1104
C -3.0916 6.0238 -1.0136
H -0.3491 6.3647 -3.0535
H -0.6713 -6.4919 3.1890
H -3.7991 6.9804 -4.4665
H -7.0832 -0.4248 -3.8045
H 0.1345 -1.4611 4.7073
C 5.1964 -0.7112 -3.1481
Hf -3.6537 1.2682 -1.4935
O 6.5583 -3.7443 -1.3667
H 2.9417 0.6733 3.2615
H -2.7318 4.2411 1.9972
H 6.3993 1.0330 4.1405
C -5.9479 -0.1762 1.2665
H -6.8165 -2.0738 -4.3505
H -1.4470 3.7371 0.7853
C 2.0668 1.1412 3.7127
H 4.9570 -0.1961 -4.0784
C 3.1216 3.8316 -0.1967
O 1.3629 6.7281 1.1895
H -2.1977 7.3139 -4.5988
H 3.1617 -6.4981 3.6907
S 5.3966 -3.3410 -2.2523
C -2.8209 4.5396 -4.6022
H 4.4963 -1.8377 -0.6330

Properties
Net charge: 0
2S+1: 2
HOMO-LUMO gap (spin up / spin down): 5.713 / 5.827 eV

Atomic partial charges in e from the Löwdin method, atoms 1 to 99: number 1, C, carries -0.47; number 2, H, carries 0.11; number 3, C, carries -0.22; number 4, H, carries 0.11; number 5, O, carries -0.06; number 6, H, carries 0.08; number 7, C, carries -0.03; number 8, H, carries 0.10; number 9, H, carries 0.10; number 10, S, carries 0.72; number 11, O, carries -0.10; number 12, S, carries 0.69; number 13, H, carries 0.06; number 14, H, carries 0.08; number 15, H, carries 0.08; number 16, C, carries 0.02; number 17, C, carries -0.17; number 18, H, carries 0.10; number 19, C, carries -0.25; number 20, C, carries -0.09; number 21, C, carries -0.04; number 22, C, carries -0.23; number 23, H, carries 0.07; number 24, H, carries 0.06; number 25, O, carries -0.37; number 26, H, carries 0.16; number 27, O, carries -0.07; number 28, H, carries 0.12; number 29, C, carries -0.23; number 30, H, carries 0.09; number 31, H, carries 0.09; number 32, H, carries 0.08; number 33, O, carries -0.33; number 34, C, carries -0.03; number 35, H, carries 0.10; number 36, C, carries -0.19; number 37, N, carries 0.06; number 38, C, carries -0.21; number 39, C, carries -0.53; number 40, H, carries 0.12; number 41, O, carries -0.33; number 42, C, carries -0.06; number 43, S, carries 0.64; number 44, H, carries 0.10; number 45, O, carries -0.34; number 46, H, carries 0.09; number 47, H, carries 0.09; number 48, C, carries 0.02; number 49, H, carries 0.10; number 50, O, carries -0.35; number 51, H, carries 0.10; number 52, H, carries 0.05; number 53, H, carries 0.11; number 54, C, carries -0.44; number 55, O, carries -0.05; number 56, O, carries -0.35; number 57, C, carries 0.02; number 58, H, carries 0.08; number 59, H, carries 0.14; number 60, C, carries -0.19; number 61, H, carries 0.07; number 62, H, carries 0.09; number 63, H, carries 0.07; number 64, C, carries -0.22; number 65, C, carries -0.21; number 66, H, carries 0.03; number 67, H, carries 0.12; number 68, H, carries 0.08; number 69, H, carries 0.09; number 70, H, carries 0.12; number 71, N, carries 0.03; number 72, H, carries 0.07; number 73, H, carries 0.09; number 74, H, carries 0.09; number 75, H, carries 0.09; number 76, N, carries 0.01; number 77, H, carries 0.10; number 78, H, carries 0.09; number 79, O, carries -0.12; number 80, H, carries 0.09; number 81, C, carries -0.33; number 82, H, carries 0.10; number 83, C, carries -0.47; number 84, C, carries -0.19; number 85, C, carries 0.03; number 86, H, carries 0.11; number 87, H, carries 0.09; number 88, H, carries 0.10; number 89, C, carries -0.20; number 90, H, carries 0.13; number 91, C, carries 0.02; number 92, C, carries -0.15; number 93, H, carries 0.06; number 94, C, carries -0.21; number 95, H, carries 0.06; number 96, H, carries 0.07; number 97, H, carries 0.14; number 98, H, carries 0.08; number 99, C, carries -0.52


[2]
# C21H27N3O6S2

A single C21H27N3O6S2 molecule at a distorted geometry (ωB97M-V with the def2-TZVPD basis set, the OMol25 dataset).

Geometry (Å):
C -1.3377 0.0680 -0.5639
H 3.8870 -2.4195 -1.4185
C 0.6025 2.8765 -1.8295
C -0.3623 -0.9342 -2.4997
H 2.9819 -0.0822 -2.4644
H 1.3142 3.5264 -2.3366
C -3.5881 -2.1385 1.0584
H 2.4487 -0.6345 3.0211
H 3.7467 1.4916 -2.5057
H -4.5654 0.4868 -1.4878
N -3.9309 0.2157 0.4452
C 0.5349 -1.6133 -1.6925
C 1.2672 2.1316 -0.7103
H -0.2601 2.2387 2.9133
H -1.9908 0.4840 -2.5426
O -4.4704 -2.5247 0.0253
N 3.2871 -1.7984 -0.8829
C -4.3882 -1.6527 -1.0799
O 4.9048 -1.0882 0.9356
S 4.2535 -0.5083 -0.2082
C 3.0813 0.1913 2.6895
C -4.7357 -0.2160 -0.6733
H -0.4989 -0.4716 1.3216
C 2.9262 0.6404 0.1772
H 3.3007 -2.8037 0.8989
C 0.7483 1.8490 3.0234
O -2.1256 1.5961 1.4332
H -2.5483 -2.1964 0.7022
H -5.1037 -2.0286 -1.8131
H 1.2514 -2.2873 -2.1324
C -1.2957 -0.0774 -1.9376
C 0.5103 -1.4345 -0.3128
H -3.1556 -0.3665 2.2554
H 0.1810 2.1906 -2.5625
S -2.5882 1.1395 0.1569
C 2.4734 0.8310 1.4810
C -3.9023 -0.7201 1.5462
O 1.0960 -2.4277 1.7542
H -0.2110 3.4822 -1.4398
H 4.0712 -0.1971 2.4913
H 2.0758 1.3176 -3.0523
C 2.3298 1.2509 -0.9300
H 1.3340 2.5486 3.6201
H -0.0481 2.9573 0.7485
H -5.7881 -0.1709 -0.3714
H -3.3739 -1.6900 -1.5079
C 0.7999 2.3104 0.5829
O -2.9511 2.1064 -0.8373
H -0.3330 -1.0720 -3.5700
H -4.8887 -0.7106 2.0233
N 2.6694 -2.4859 0.1601
O 5.1153 -0.0442 -1.2505
H -3.7325 -2.8618 1.8621
C -0.4539 -0.6022 0.2523
H 3.1417 0.9136 3.5003
C 1.4329 -2.1310 0.6255
C 2.8039 0.9793 -2.3230
H 0.6984 0.9056 3.5617
C 1.3588 1.6612 1.6695

Properties
SMILES: Cc1cc(C)c(C)c(S(=O)(=O)NNC(=O)c2cccc(S(=O)(=O)N3CCOCC3)c2)c1C
Relative energy (zero: lowest compared OMol25 entry of this formula, charge and spin): 80.8 kJ/mol
Net charge: 0
2S+1: 1
HOMO-LUMO gap: 8.965 eV

The net atomic charges from Löwdin, expressed in e, are: number 1, C, carries -0.26; number 2, H, carries 0.13; number 3, C, carries -0.03; number 4, C, carries -0.04; number 5, H, carries 0.06; number 6, H, carries 0.09; number 7, C, carries -0.17; number 8, H, carries 0.09; number 9, H, carries 0.09; number 10, H, carries 0.12; number 11, N, carries -0.23; number 12, C, carries -0.01; number 13, C, carries -0.21; number 14, H, carries 0.07; number 15, H, carries 0.12; number 16, O, carries -0.12; number 17, N, carries -0.12; number 18, C, carries -0.18; number 19, O, carries -0.30; number 20, S, carries 0.73; number 21, C, carries -0.03; number 22, C, carries -0.15; number 23, H, carries 0.13; number 24, C, carries -0.17; number 25, H, carries 0.15; number 26, C, carries -0.03; number 27, O, carries -0.28; number 28, H, carries 0.12; number 29, H, carries 0.13; number 30, H, carries 0.11; number 31, C, carries -0.07; number 32, C, carries -0.12; number 33, H, carries 0.12; number 34, H, carries 0.07; number 35, S, carries 0.67; number 36, C, carries -0.19; number 37, C, carries -0.15; number 38, O, carries 0.09; number 39, H, carries 0.08; number 40, H, carries 0.05; number 41, H, carries 0.07; number 42, C, carries -0.20; number 43, H, carries 0.09; number 44, H, carries 0.12; number 45, H, carries 0.14; number 46, H, carries 0.11; number 47, C, carries 0.00; number 48, O, carries -0.28; number 49, H, carries 0.11; number 50, H, carries 0.14; number 51, N, carries 0.03; number 52, O, carries -0.28; number 53, H, carries 0.13; number 54, C, carries -0.01; number 55, H, carries 0.09; number 56, C, carries -0.44; number 57, C, carries -0.04; number 58, H, carries 0.08; number 59, C, carries -0.22


[3]
# C3H3NO

2 unconnected molecules or ions with the total composition C3H3NO at a distorted geometry (ωB97M-V with the def2-TZVPD basis set, the OMol25 dataset).

Geometry (Å):
H -2.0225 1.0415 1.2350
H -1.3746 -0.7257 -1.4474
H 1.0057 -1.5309 0.2437
O 2.1214 1.3760 -0.0963
C -1.6040 -0.0200 -0.6729
C 1.8241 0.2731 0.0460
N 1.8316 -0.8993 0.2816
C -1.7817 0.4852 0.4102

Properties
SMILES: N=C=O.C#C
Relative energy (zero: lowest compared OMol25 entry of this formula, charge and spin): 170.1 kJ/mol
Net charge: 0
2S+1: 1
HOMO-LUMO gap: 11.803 eV

The net atomic charges from Löwdin, expressed in e, are: number 1, H, carries 0.00; number 2, H, carries 0.03; number 3, H, carries 0.10; number 4, O, carries 0.16; number 5, C, carries -0.01; number 6, C, carries -0.46; number 7, N, carries 0.17; number 8, C, carries 0.02


[4]
# C4H5HoLiO7

A molecular structure, C4H5HoLiO7 at a distorted geometry (ωB97M-V with the def2-TZVPD basis set, the OMol25 dataset).

Geometry (Å):
O -3.3343 -2.2388 -0.7990
O 0.5777 -0.6287 -1.4999
C 0.6058 0.8164 0.3823
C 1.4927 2.3427 1.9803
O -2.2440 -1.8586 -2.7377
O 1.4311 1.0891 1.5152
O 0.6014 3.1798 1.6903
O -1.4484 -3.2980 -1.3009
H -0.4533 0.8207 0.6776
Ho 0.1020 -2.6098 -3.0798
H 0.7538 1.5889 -0.3873
H -3.5255 -1.3050 -0.6470
O 2.4457 2.6020 2.7606
C -2.2281 -2.3353 -1.5625
C 0.9815 -0.5482 -0.1835
Li 1.6812 4.3980 2.7951
H 2.0738 -0.6821 -0.0287
H 0.4870 -1.3332 0.4251

Properties
Relative energy (zero: lowest compared OMol25 entry of this formula, charge and spin): 0.0 kJ/mol
Net charge: 0
2S+1: 6
HOMO-LUMO gap (spin up / spin down): 6.354 / 7.146 eV

The net atomic charges from Löwdin, expressed in e, are: number 1, O, carries 0.13; number 2, O, carries -0.46; number 3, C, carries -0.17; number 4, C, carries -0.82; number 5, O, carries -0.15; number 6, O, carries 0.01; number 7, O, carries -0.10; number 8, O, carries -0.16; number 9, H, carries 0.13; number 10, Ho, carries 1.57; number 11, H, carries 0.13; number 12, H, carries 0.13; number 13, O, carries -0.10; number 14, C, carries -0.81; number 15, C, carries -0.40; number 16, Li, carries 0.83; number 17, H, carries 0.11; number 18, H, carries 0.11


Sequential energy output: -158756.424 -60639.982 -6694.729 -44564.459 eV